(1)
# C5H10O

A single C5H10O molecule (the ωB97M-V functional and the def2-TZVPD basis, the OMol25 dataset).

```
16
Properties=species:S:1:pos:R:3
C 2.20824 -0.27327 -0.04975
C 1.35375 0.60934 -0.96673
C 0.05474 -0.15648 -1.12547
C -1.62941 -0.75970 0.95961
C -1.93094 0.42898 0.05485
O -0.84359 0.74691 -0.80835
H 2.35710 -1.25729 -0.49944
H 1.72006 -0.43224 0.92078
H 3.17735 0.19210 0.14555
H 1.87283 0.82113 -1.90364
H 1.12741 1.55975 -0.46450
H -0.55765 -0.82018 1.17142
H -2.14705 -0.62523 1.91239
H -1.92717 -1.71079 0.51673
H -1.97225 1.35084 0.63942
H -2.86343 0.32612 -0.50288
```

HOMO energy: -8.15 eV
E_LUMO: 0.95 eV
Maximum force: 0.6 eV/Å
M: 86.13 g mol⁻¹
Kohn-Sham gap: 9.096 eV
Relative energy (zero: lowest compared OMol25 entry of this formula, charge and spin): 82.5 kcal per mole
Total charge: 0

(2)
# C24H38IrN4O2

A molecular structure, C24H38IrN4O2 at a distorted geometry (the ωB97M-V functional and the def2-TZVPD basis, the OMol25 dataset).

```
69
Properties=species:S:1:pos:R:3
Ir -1.17306 0.08117 -1.16483
C -2.50091 2.04263 -2.87232
C -1.19962 2.70635 -2.43389
N -0.20634 1.63453 -2.06312
C 0.60260 1.05141 -3.19721
C -0.25096 0.12108 -4.04183
N -1.11707 -0.68878 -3.11017
C -2.54279 -0.89288 -3.62213
C -3.57412 -0.18907 -2.71358
N -2.84498 0.87646 -1.95271
H -2.44915 1.65709 -3.88529
H -3.32856 2.75214 -2.84599
H -1.35532 3.31045 -1.54655
H -0.78935 3.35948 -3.20470
H 0.49599 2.03519 -1.44328
H 1.39957 0.48387 -2.71449
H 1.05756 1.86044 -3.76956
H 0.36526 -0.54040 -4.64862
H -0.89175 0.66994 -4.72588
H -0.72910 -1.62528 -3.03869
H -2.74083 -1.96166 -3.64034
H -2.58819 -0.54552 -4.65181
H -4.00448 -0.87331 -1.98887
H -4.39101 0.25369 -3.28450
H -3.43526 1.24379 -1.20542
O -1.89734 -1.98389 -0.78378
C -3.02798 -2.33140 0.10454
C -2.55692 -2.49076 1.53600
C -1.47698 -1.47063 1.89709
C -1.94123 -0.03938 1.87700
C -2.60009 0.44888 3.00310
C -2.98537 1.77157 3.09161
C -2.65910 2.61637 2.03574
C -2.02840 2.07819 0.94089
N -1.70091 0.76698 0.81087
H -1.21633 -2.65425 -0.62597
H -3.48501 -3.24382 -0.27473
H -3.73379 -1.51098 -0.00908
H -2.15870 -3.49434 1.69844
H -3.42397 -2.39698 2.19236
H -0.62506 -1.58724 1.23049
H -1.10839 -1.70102 2.89786
H -2.79410 -0.23331 3.82150
H -3.50284 2.14471 3.96632
H -2.89152 3.67228 2.05933
H -1.75516 2.71644 0.11819
C 6.80931 -0.82883 2.94538
C 5.42459 -0.65663 2.41551
C 5.03654 -1.10543 1.16245
C 3.70582 -0.94894 0.63236
C 3.48040 -1.52491 -0.71264
C 2.72514 -0.27622 1.40187
C 1.35488 -0.04439 0.96393
O 0.90320 -0.27380 -0.16560
C 3.08700 0.17996 2.69092
C 2.15488 0.87233 3.62597
C 4.43219 -0.02517 3.16404
H 7.41870 -1.43580 2.28002
H 6.78181 -1.30616 3.92628
H 7.28589 0.14799 3.05656
H 5.75605 -1.61466 0.53071
H 4.18712 -2.32827 -0.91404
H 3.68854 -0.73828 -1.45298
H 2.46187 -1.86487 -0.86722
H 0.68566 0.38798 1.71384
H 1.68510 1.74175 3.16041
H 2.67072 1.20885 4.52094
H 1.35895 0.18935 3.94269
H 4.66669 0.34388 4.15663
```

HOMO energy (spin up / spin down): -20.95 / -20.95 eV
E_LUMO (spin up / spin down): -12.34 / -14.76 eV
Maximum force: 1.5 eV/Å
M: 606.81 g mol⁻¹
Spin multiplicity: 2
Kohn-Sham gap (spin up / spin down): 8.613 / 6.194 eV
Relative energy (zero: lowest compared OMol25 entry of this formula, charge and spin): 10.0 kcal per mole
Total charge: +4

(3)
# C5H9N2O

A gas-phase ion, C5H9N2O (charge +1) at a distorted geometry (the ωB97M-V functional and the def2-TZVPD basis, the OMol25 dataset).

```
17
Properties=species:S:1:pos:R:3
C -1.48883 -0.35275 0.65298
C -0.33799 0.36767 0.97475
C -0.08744 -0.62329 -1.00422
C -0.09709 1.46141 1.95477
C 0.44450 -0.94221 -2.33475
N 0.54249 0.14044 -0.02740
N -1.33464 -0.83763 -0.57916
O 1.79735 0.68509 -0.17680
H -2.28015 -0.39993 1.32736
H 0.65022 1.05479 2.71229
H 0.57872 2.24060 1.56837
H -0.95000 1.77653 2.33788
H 0.12812 -0.20428 -3.07492
H 1.42701 -1.17479 -2.31604
H 0.06146 -1.91337 -2.61339
H -2.13743 -1.24885 -1.02000
H 2.58351 0.20561 0.10234
```

SMILES: Cc1c[nH+]c(C)n1O
HOMO energy: -13.46 eV
E_LUMO: -3.18 eV
Maximum force: 6.6 eV/Å
M: 113.14 g mol⁻¹
Kohn-Sham gap: 10.281 eV
Relative energy (zero: lowest compared OMol25 entry of this formula, charge and spin): 62.2 kcal per mole
Total charge: +1

(4)
# H80O40

40 unconnected molecules or ions with the total composition H80O40 at a distorted geometry (the ωB97M-V functional and the def2-TZVPD basis, the OMol25 dataset).

```
120
Properties=species:S:1:pos:R:3
H -3.58214 -0.43148 -3.50150
H -3.75996 -1.62612 -4.50293
O -3.69263 -1.37941 -3.57639
H 3.64217 -1.46917 -4.63782
H 3.98117 -2.62017 -3.87830
O 4.41436 -2.09355 -4.55639
H -2.42398 4.05205 1.30964
H -2.88442 2.78905 2.24830
O -2.95576 3.26971 1.29560
H 0.28584 -2.10138 -4.68620
H -0.41182 -0.75518 -4.35109
O -0.39328 -1.48583 -4.98060
H -5.73044 0.24159 3.83418
H -5.22496 1.58385 3.22290
O -5.26527 1.03720 4.06947
H -1.81286 -2.75952 4.46340
O -2.23446 -3.38038 3.88435
H -0.55830 0.32589 -0.11550
O -0.24642 -0.60181 -0.20276
H -5.98058 1.99219 -1.81565
H -4.98390 3.08451 -2.30556
O -5.25379 2.59554 -1.52580
H 2.12289 1.50668 4.25593
H 0.99348 2.19364 4.74190
O 1.93465 2.10398 4.99911
H -1.09911 -5.14373 -4.31110
H -1.28862 -3.64063 -3.70644
O -1.09404 -4.60555 -3.52695
H -2.18900 4.58565 -1.83576
H -2.88906 3.25250 -1.69274
O -2.93753 4.06751 -2.21691
H -5.27387 2.11473 1.09328
O -5.09027 1.26119 1.47859
H 4.31043 4.82052 1.09179
H 2.87710 5.07444 0.54247
O 3.42444 5.15139 1.33033
H 1.98826 -0.15787 5.24083
H 0.93359 -0.89349 6.09011
O 1.56366 -0.15742 6.15979
H -0.03812 -2.39936 1.13584
H 0.73946 -3.07410 2.23597
O 0.42666 -2.20406 1.98391
H 3.68164 -4.13864 1.91922
H 3.22669 -4.41946 3.33917
O 4.01482 -4.28047 2.80668
H 6.47710 -0.30922 -1.53766
H 5.91120 1.05422 -1.70267
O 6.32737 0.51338 -1.01747
H -2.73238 -2.52906 -0.17004
H -1.99080 -1.93364 -1.49839
O -2.45133 -1.64120 -0.71503
H -1.91245 1.78100 4.60708
O -2.46486 1.87577 3.82698
H -1.61922 1.15926 -3.08813
H -0.13542 1.57005 -3.23252
O -0.76575 0.83242 -3.39891
H 3.64758 2.68749 2.37258
O 2.72402 2.87996 2.23097
H 1.09886 0.63696 -1.00987
H 0.76273 0.27346 -2.49055
O 1.43092 0.74813 -1.95710
H 2.52339 -0.82377 -2.31781
H 3.93258 -0.83274 -2.45220
O 3.20960 -1.47428 -2.51446
H 2.76075 -2.93115 -0.07387
H 1.83580 -4.04583 0.16838
O 2.38988 -3.41704 0.70745
H -1.43696 0.24552 -5.43214
H -0.67590 0.09287 -6.72209
O -1.55318 0.05385 -6.36127
H -2.92788 -1.49913 3.36226
H -3.45185 -0.09894 4.01313
O -2.73770 -0.59177 3.59088
H 1.79074 5.00948 -3.95828
H 0.81709 4.55942 -2.77211
O 0.88523 4.87409 -3.68989
H -3.16893 1.33539 0.01779
H -2.82675 -0.17506 -0.25638
O -2.76496 0.57233 0.43383
H -1.89957 -4.42268 0.05786
H -2.80218 -4.06671 1.31084
O -2.17507 -3.71818 0.66565
H 1.28772 -6.01881 0.81927
H 0.00564 -6.50040 1.76313
O 0.52290 -5.80157 1.37359
H 0.22109 -0.43323 2.86012
H 0.26279 -0.51662 4.25793
O 0.08105 0.22868 3.59411
H 2.73299 2.04465 -2.95778
O 2.94628 2.87994 -3.40563
H -0.54656 2.38967 0.08636
H 0.55225 2.94706 -0.89282
O -0.26984 2.46396 -0.84574
H -1.95015 1.87693 3.01604
H -1.85776 -4.10690 3.41610
H 2.66008 3.71474 2.84067
H -1.03792 -1.19862 -0.09697
H -4.20901 0.87231 1.10558
H 3.80688 3.27770 -3.30065
O -1.71797 5.49076 -0.05376
H -1.65477 6.30026 -0.60794
H -1.14664 5.71063 0.67912
O 1.88344 -5.22383 -1.92632
H 1.02385 -4.84186 -1.81535
H 2.28761 -5.93771 -2.39016
O -4.62048 -2.00418 1.28989
H -4.06232 -1.89855 2.06012
H -5.16259 -1.21546 1.33901
O 2.69893 -0.68173 3.48244
H 3.06175 -0.00329 2.90363
H 2.13784 -1.06576 2.79272
O 5.43758 1.42812 -3.80247
H 4.60336 1.64977 -4.24176
H 5.70087 0.51944 -3.68257
O -0.08081 2.52932 1.94692
H 0.80023 2.91979 1.86441
H -0.02082 1.55791 2.04838
O 3.92550 -0.78429 1.19702
H 4.22116 -0.39830 0.34753
H 4.17745 -1.70016 1.09263
```

HOMO energy: -9.75 eV
E_LUMO: -0.85 eV
Maximum force: 4.0 eV/Å
M: 720.60 g mol⁻¹
Kohn-Sham gap: 8.905 eV
Relative energy (zero: lowest compared OMol25 entry of this formula, charge and spin): 238.2 kcal per mole
Total charge: 0

(5)
# C8H8O2S

A single C8H8O2S molecule at a distorted geometry (the ωB97M-V functional and the def2-TZVPD basis, the OMol25 dataset).

```
19
Properties=species:S:1:pos:R:3
C 0.14182 -1.35168 1.65187
C 0.65083 -0.15265 1.99951
C -1.61808 -1.91240 -1.84826
C -0.31482 -0.31340 -0.72907
C -0.93620 -0.72187 -1.90664
C -0.61482 -1.49488 0.47848
C 0.44311 1.07756 1.16468
C 0.55535 0.80884 -0.34056
O -2.29294 -3.59230 0.15029
O -0.87955 0.08052 -3.00329
S -1.15629 -2.88738 -0.44804
H 0.24605 -2.21360 2.29610
H 1.16695 -0.03281 2.93918
H -2.12763 -2.37274 -2.67506
H -0.55983 1.46870 1.37275
H 1.16252 1.84629 1.45083
H 1.59128 0.55515 -0.60789
H 0.28828 1.71068 -0.89801
H -1.38936 -0.30892 -3.72353
```

HOMO energy (spin up / spin down): -7.82 / -7.86 eV
E_LUMO (spin up / spin down): -0.90 / -0.83 eV
Maximum force: 7.2 eV/Å
M: 168.22 g mol⁻¹
Kohn-Sham gap (spin up / spin down): 6.911 / 7.027 eV
Relative energy (zero: lowest compared OMol25 entry of this formula, charge and spin): 100.9 kcal per mole
Total charge: 0